The following is a DFT calculation (ωB97M-V/def2-TZVPD) of C11H14BN7OsS as an isolated structure at a distorted geometry.

Calculated values
2S+1	5
Kohn-Sham gap (spin up / spin down)	6.81 / 5.81	eV
HOMO energy (spin up / spin down)	-15.618 / -16.032	eV
relative energy (zero: lowest compared OMol25 entry of this formula, charge and spin)	0.0	kcal/mol
charge	+2
molar mass	477.4	g/mol

Positions of all 35 atoms, in Å:
H: 0.659 3.298 1.718
N: 0.564 1.796 0.210
B: 0.403 0.540 -2.020
N: 0.671 1.831 -1.198
C: 0.998 3.078 -1.557
Os: 0.027 0.126 1.129
H: 1.171 3.299 -2.598
C: 1.044 3.888 -0.427
H: 1.252 4.937 -0.388
C: 0.751 3.069 0.667
H: 0.565 0.710 -3.190
C: -2.359 -2.531 3.269
H: -1.514 -2.734 3.937
H: -2.216 -1.511 2.843
H: -2.350 -3.245 2.443
N: -1.048 0.084 -1.682
N: 1.319 -0.574 -1.448
N: -1.396 -0.168 -0.361
N: 1.232 -0.917 -0.083
C: -2.121 -0.167 -2.442
C: 2.206 -1.382 -2.031
H: -2.040 -0.028 -3.511
H: 2.415 -1.260 -3.085
C: -3.172 -0.569 -1.629
C: 2.707 -2.271 -1.089
C: -2.691 -0.557 -0.316
C: 2.075 -1.974 0.118
H: -4.167 -0.833 -1.935
H: 3.435 -3.043 -1.254
H: -3.146 -0.782 0.640
H: 2.156 -2.420 1.100
H: -3.285 -2.554 3.790
S: 2.965 1.271 4.458
C: 1.869 0.932 3.375
N: 1.019 0.664 2.551

Atom charges from the natural (NBO) analysis, given in e for atoms 1 to 8:
1 H 0.253
2 N -0.372
3 B 0.516
4 N -0.311
5 C 0.113
6 Os 1.666
7 H 0.267
8 C -0.294